Molecular formula: C38H65BFGeN7SbSeSi3Tl
Method: DFT, ωB97M-V/def2-TZVPD

Structure (XYZ):
```
119
Properties=species:S:1:pos:R:3:mulliken_charge:R:1
Tl -0.6779 0.7605 -0.2548 0.303
C -2.9609 -2.6375 2.0678 -1.823
C -1.8678 -1.8127 1.7557 -0.306
N -2.1083 -1.1123 0.6576 1.074
N -3.3471 -1.4608 0.2356 0.426
C -3.8770 -2.3746 1.0723 -0.277
B -4.0269 -0.8103 -0.9827 -0.962
N -4.2892 0.6885 -0.6883 -0.492
C -5.4195 1.4025 -0.8396 -0.206
C -5.1385 2.7170 -0.5201 -1.508
C -3.7738 2.7025 -0.1802 -0.463
N -3.2801 1.4775 -0.2795 0.951
N -3.1278 -0.9492 -2.2400 0.746
C -3.5281 -1.2776 -3.4835 -0.597
C -2.4306 -1.2286 -4.3186 -1.370
C -1.3767 -0.8524 -3.4703 -0.460
N -1.8038 -0.6866 -2.2251 0.982
H -3.0594 -3.3167 2.8996 0.444
H -0.9293 -1.6957 2.2752 0.409
H -4.8621 -2.7757 0.8899 0.455
H -5.0865 -1.3539 -1.2012 -0.216
H -6.3344 0.9300 -1.1627 0.449
H -5.8131 3.5581 -0.5269 0.417
H -3.1305 3.5191 0.1198 0.491
H -4.5578 -1.5338 -3.6806 0.427
H -2.3936 -1.4439 -5.3744 0.445
H -0.3302 -0.7082 -3.7036 0.264
Se -0.2184 0.1570 4.2600 -0.483
F 0.0450 5.6422 -4.3268 -0.409
C -0.1827 4.6206 -3.4489 0.301
C -0.9798 3.5688 -3.8467 -0.879
C -1.1960 2.5240 -2.9466 0.276
C -0.6349 2.5259 -1.6723 -0.205
C 0.1566 3.6149 -1.3245 0.353
C 0.3936 4.6739 -2.2000 -0.602
H -1.4098 3.5679 -4.8416 0.446
H -1.8255 1.6974 -3.2631 0.210
H 0.6281 3.6385 -0.3529 -0.216
H 1.0325 5.5081 -1.9315 0.426
N 1.3553 0.0263 0.0674 -0.590
C 2.2187 0.7505 -0.6993 1.165
C 2.0532 1.0552 -2.0868 0.214
C 2.9789 1.7810 -2.8172 -0.908
C 4.1523 2.2552 -2.2301 -0.994
C 4.3512 1.9865 -0.8733 -0.613
C 3.4256 1.2710 -0.1308 -0.804
H 1.1386 0.7136 -2.5628 0.653
H 2.7820 1.9869 -3.8654 0.397
H 4.8697 2.8326 -2.7996 0.305
H 5.2475 2.3561 -0.3816 0.314
H 3.5957 1.0946 0.9266 0.131
C 0.9901 -6.6777 -1.6575 -1.243
Si 0.1290 -5.0375 -1.2373 0.448
C -1.0079 -5.5046 0.2082 -0.926
C -1.0618 -4.7354 -2.6877 -0.855
Sb 0.9102 -2.5405 -0.7280 -0.745
Si 2.3619 -3.2670 1.2474 0.350
C 1.2693 -3.5897 2.7429 -0.684
C 3.5863 -1.9413 1.7167 -0.619
C 3.3304 -4.8631 0.9928 -0.921
Si 2.8397 -2.7350 -2.4354 0.601
C 4.4405 -1.8915 -1.9571 -0.569
C 3.3220 -4.5076 -2.8644 -1.228
C 2.2926 -2.0627 -4.1092 -1.074
H 0.2319 -7.4650 -1.7539 0.415
H 1.6954 -6.9744 -0.8715 0.278
H 1.5516 -6.6228 -2.5936 0.371
H -1.5899 -6.4087 -0.0159 0.460
H -1.7061 -4.6841 0.4154 0.051
H -0.4405 -5.6891 1.1281 0.209
H -1.5860 -5.6473 -3.0064 0.451
H -0.5376 -4.3208 -3.5585 0.206
H -1.8104 -3.9902 -2.3880 -0.038
H 0.9320 -2.6541 3.2005 0.023
H 1.8285 -4.1567 3.4970 0.409
H 0.3765 -4.1627 2.4726 0.050
H 3.0958 -0.9660 1.6136 -0.306
H 4.4599 -1.9493 1.0569 0.259
H 3.9224 -2.0697 2.7533 0.546
H 2.6580 -5.7096 0.8112 0.120
H 3.9249 -5.0764 1.8915 0.407
H 4.0129 -4.7860 0.1409 0.178
H 4.9939 -2.4954 -1.2279 0.285
H 4.2701 -0.9017 -1.5233 0.002
H 5.0644 -1.7717 -2.8510 0.398
H 3.5123 -5.1276 -1.9840 0.283
H 4.2293 -4.4876 -3.4840 0.399
H 2.5251 -4.9895 -3.4402 0.190
H 2.1581 -0.9793 -4.0772 0.172
H 1.3466 -2.5231 -4.4217 0.209
H 3.0525 -2.2928 -4.8666 0.475
C -2.1800 4.4849 5.7694 -1.211
C -1.9756 2.9732 5.6950 0.104
C -2.7902 2.3074 4.5814 -1.198
C -2.3172 2.6474 3.1629 -0.194
Ge -0.6093 1.8314 2.4548 1.309
C 0.8753 3.0063 3.1253 -1.012
C 1.2411 4.2524 2.3164 -0.555
C 0.2234 5.3838 2.4038 0.645
C 0.6949 6.6540 1.7018 -1.413
H -1.6046 4.9269 6.5878 0.376
H -3.2362 4.7267 5.9302 0.368
H -1.8652 4.9737 4.8440 0.127
H -2.2461 2.5255 6.6569 0.362
H -0.9169 2.7523 5.5379 -0.038
H -3.8440 2.5989 4.7027 0.541
H -2.7564 1.2238 4.7230 0.286
H -2.2205 3.7342 3.0450 0.311
H -3.0824 2.3361 2.4486 -0.110
H 0.8602 -0.4654 3.4747 -0.072
H 1.7374 2.3355 3.1555 0.430
H 0.6492 3.2702 4.1637 0.419
H 1.3665 3.9789 1.2693 -0.236
H 2.2202 4.6341 2.6354 0.605
H 0.0145 5.5955 3.4590 0.213
H -0.7215 5.0553 1.9570 -0.122
H 1.6292 7.0175 2.1415 0.374
H -0.0456 7.4556 1.7745 0.422
H 0.8796 6.4651 0.6400 0.135
```

* relative energy (zero: lowest compared OMol25 entry of this formula, charge and spin): 2.404 eV
* frontier orbital gap: 0.1820 hartree
* lowest unoccupied orbital energy: 4.2 eV
* DFT total energy: -7754.68386 a.u.
* total charge: -2



Molecular formula: C38H65F17N3O20PSbSi
Method: DFT, ωB97M-V/def2-TZVPD

Structure (XYZ):
```
146
Properties=species:S:1:pos:R:3:mulliken_charge:R:1
C -0.7609 4.0644 3.8190 -1.032
C -1.7879 3.4927 2.7680 0.879
C -3.2472 3.3031 3.5003 -1.547
N -1.8068 3.1853 1.5369 -0.308
Sb -0.2104 2.3870 0.4857 0.309
C -0.9908 3.5039 -1.2983 -1.001
C -1.3266 2.9338 -2.6869 -1.002
C -0.7232 1.7069 -3.4507 0.579
C -1.4596 1.4477 -4.8859 -0.752
O -1.3476 2.5978 -5.7611 -0.231
C -2.5970 3.0266 -6.2411 0.176
O -3.5114 2.2835 -6.6377 -0.513
C 0.9394 4.2311 0.9173 0.515
C 0.1890 5.6222 1.0039 -0.422
O 0.9800 6.6002 1.2141 -0.686
N -1.2117 5.9916 0.8636 0.733
C -1.7097 6.7861 2.0474 -0.840
C -1.5219 6.8127 -0.3293 -1.054
C 1.4973 1.6328 -0.7144 0.030
F 1.6240 2.6145 -1.7846 -0.242
F 1.0263 0.3738 -1.2282 -0.363
C 2.9861 1.4360 -0.3189 0.720
F 3.4460 1.1590 0.9561 -0.239
F 3.3662 0.1693 -0.9673 -0.410
C 4.1670 2.3454 -0.9728 0.381
F 4.2722 2.2652 -2.3741 -0.303
F 5.3201 1.5408 -0.6128 -0.342
C 4.5046 3.7595 -0.3283 0.697
F 4.0602 3.8534 0.9951 -0.201
F 5.9362 3.7942 -0.1414 -0.345
C 4.2823 5.0520 -1.2433 0.436
F 5.4120 5.0718 -2.1324 -0.329
F 3.2347 4.8941 -2.1994 -0.277
C 4.1143 6.4686 -0.5748 0.962
F 3.9606 6.5511 0.8112 -0.274
F 2.8728 7.0013 -1.0550 -0.346
C 5.2021 7.5946 -0.9204 0.305
F 6.5414 7.1868 -0.7065 -0.288
F 5.0229 8.6094 0.0715 -0.292
C 4.9947 8.3792 -2.2987 0.643
F 4.0370 9.3946 -2.0515 -0.232
F 4.6977 7.5917 -3.3902 -0.180
F 6.1875 9.1252 -2.5046 -0.260
Si -1.7361 0.3880 0.1636 1.444
C -1.0604 -1.3406 0.4438 -0.801
C -2.9376 0.3453 -1.3151 -1.018
C -3.1276 0.4879 1.5517 -0.999
P 0.6521 1.1956 2.5666 0.162
N 1.2300 -0.2725 2.3063 -0.499
O 1.9284 2.0871 3.3532 -0.554
O -0.4835 0.9299 3.8165 -0.390
H -1.1164 5.0786 4.1894 0.382
H -0.8223 3.3543 4.7269 0.261
H 0.3314 4.0960 3.5438 0.155
H -3.1071 2.4571 4.2448 0.182
H -3.4561 4.3005 4.0198 0.446
H -4.0619 3.0524 2.7546 0.202
H -1.9311 4.0622 -0.9224 0.552
H -0.2445 4.3766 -1.4376 0.223
H -2.4757 2.8873 -2.8319 0.219
H -1.0995 3.7839 -3.4555 0.157
H 0.3636 1.8763 -3.8030 0.199
H -0.7331 0.6861 -2.9743 -0.171
H -0.8454 0.5830 -5.3343 0.350
H -2.5125 1.1097 -4.6463 0.356
H -2.7667 4.1506 -6.2997 0.344
H 1.6682 4.3874 0.0336 -0.582
H 1.6188 4.1712 1.8256 0.779
H -2.7112 6.4225 2.4377 0.158
H -1.8673 7.8729 1.7217 0.393
H -0.9252 6.8325 2.8803 0.258
H -2.6644 6.9701 -0.3145 0.393
H -1.0743 7.8682 -0.2956 0.364
H -1.3126 6.2990 -1.3269 0.221
H -1.0108 -1.5493 1.5765 0.224
H -0.0417 -1.6231 0.0475 -0.046
H -1.8180 -2.1171 0.0491 0.383
H -2.5743 -0.2071 -2.2473 0.250
H -3.3556 1.3824 -1.5086 0.155
H -3.8902 -0.2654 -1.0561 0.456
H -3.7884 1.3589 1.2537 0.050
H -2.7241 0.5145 2.5983 0.130
H -3.7994 -0.4489 1.4715 0.391
H 2.2122 -0.3880 2.5623 0.221
H 2.5271 1.4571 3.8061 0.302
H -0.4362 0.0203 4.1672 0.268
C -6.5296 1.1640 7.5029 -0.609
O -5.4607 0.4059 8.0656 -0.339
C -4.2420 0.9188 7.8316 0.822
O -4.0044 1.9229 7.2115 -0.532
O -3.3347 0.1163 8.4092 -0.336
C -1.9845 0.5450 8.2374 -0.402
H -7.4629 0.6590 7.7533 0.216
H -6.5549 2.1693 7.9286 0.281
H -6.4406 1.2074 6.4155 0.291
H -1.8307 1.5259 8.6920 0.283
H -1.7177 0.5645 7.1787 0.104
H -1.3404 -0.1748 8.7429 0.221
C 1.6588 -4.2069 0.6405 -0.578
O 0.3482 -4.6082 1.0394 -0.189
C 0.0820 -5.9039 0.8383 0.741
O 0.8384 -6.7202 0.3654 -0.512
O -1.1718 -6.1403 1.2535 -0.326
C -1.5945 -7.4933 1.0991 -0.391
H 1.7579 -3.1414 0.8511 0.030
H 2.4175 -4.7452 1.2129 0.343
H 1.8001 -4.3626 -0.4311 0.322
H -0.9672 -8.1633 1.6911 0.112
H -1.5833 -7.7832 0.0460 0.243
H -2.6183 -7.5653 1.4661 0.235
C 1.8411 -9.2782 3.1554 -0.476
O 2.0592 -9.3212 4.5649 -0.324
C 0.9805 -9.0035 5.2957 0.786
O -0.1034 -8.7008 4.8639 -0.538
O 1.3187 -9.0817 6.5924 -0.331
C 0.2580 -8.7665 7.4922 -0.618
H 2.7750 -9.5515 2.6641 0.248
H 1.0737 -9.9978 2.8623 0.285
H 1.5668 -8.2700 2.8382 0.157
H -0.5717 -9.4657 7.3701 0.286
H -0.0791 -7.7384 7.3457 0.296
H 0.6439 -8.8622 8.5073 0.218
C -1.4046 -10.1468 -5.5905 -0.621
O -0.5460 -10.2144 -4.4544 -0.324
C -0.1939 -9.0155 -3.9595 0.754
O -0.5382 -7.9442 -4.3905 -0.538
O 0.6063 -9.2209 -2.9039 -0.321
C 1.0625 -8.0227 -2.2708 -0.499
H -1.6226 -11.1682 -5.9035 0.217
H -2.3453 -9.6552 -5.3342 0.288
H -0.9114 -9.6297 -6.4162 0.288
H 0.2213 -7.4482 -1.8831 0.179
H 1.6540 -7.4216 -2.9649 0.323
H 1.6985 -8.3078 -1.4341 0.229
C 0.1836 1.1349 -8.4808 -0.429
O 0.3822 -0.2240 -8.0921 -0.230
C 1.3186 -0.8688 -8.8026 0.745
O 1.9720 -0.4029 -9.7028 -0.544
O 1.4017 -2.1249 -8.3364 -0.297
C 2.3669 -2.9333 -9.0048 -0.634
H -0.5921 1.5553 -7.8416 -0.082
H 1.0985 1.7138 -8.3387 0.318
H -0.1539 1.1940 -9.5178 0.345
H 3.3689 -2.5165 -8.8841 0.286
H 2.1168 -3.0369 -10.0628 0.286
H 2.3466 -3.9222 -8.5465 0.222
```

* frontier orbital gap: 0.2535 hartree
* lowest unoccupied orbital energy: 1.9 eV
* DFT total energy: -5724.60343 a.u.
* total charge: -1



Molecular formula: C38H67CaCl2N3O12P2
Method: DFT, ωB97M-V/def2-TZVPD

Structure (XYZ):
```
125
Properties=species:S:1:pos:R:3:mulliken_charge:R:1
Ca 0.4455 -0.4534 -1.2145 2.431
C 2.5689 1.5371 -1.9624 -1.097
N 1.8592 2.7138 -1.4883 1.145
C 2.7928 3.8164 -1.3612 -1.283
C 0.7670 3.0860 -2.3756 -1.750
C -0.4400 2.1312 -2.3937 -0.643
N -0.8041 1.4449 -1.1440 1.654
C -0.8090 2.3355 0.0256 -2.244
C -0.3753 1.7683 1.3695 0.526
C -0.9269 2.3467 2.4969 -0.233
C -0.4200 2.1336 3.7749 -1.009
C 0.7212 1.3421 3.8694 0.097
C 1.3195 0.7292 2.7761 -0.802
C 0.7350 0.8777 1.4784 1.021
O 1.2015 0.2647 0.4386 -0.876
C 2.6359 -0.0432 2.9386 2.603
C 2.4434 -1.5226 2.5711 -1.455
C 3.7144 0.5703 2.0258 -1.530
C 3.1732 0.0192 4.3726 -2.544
C -1.0460 2.8374 4.9772 2.455
C -2.5243 2.4443 5.1071 -1.707
C -0.3472 2.4897 6.2942 -2.340
C -0.9493 4.3605 4.7823 -1.787
C -2.1330 0.8414 -1.3533 -1.999
C -2.6844 0.0333 -0.2032 0.778
C -3.8489 0.4456 0.4172 -0.401
C -4.4958 -0.3315 1.3715 -1.165
C -3.9152 -1.5606 1.6762 0.218
C -2.7460 -2.0251 1.0896 -1.026
C -2.0771 -1.2129 0.1226 0.610
O -0.9892 -1.5805 -0.4788 -1.249
C -2.1720 -3.3935 1.4629 2.856
C -2.1143 -4.3000 0.2206 -1.585
C -0.7549 -3.2128 2.0328 -1.470
C -3.0085 -4.1121 2.5269 -2.613
C -5.7962 0.1621 2.0044 2.438
C -6.8536 0.3819 0.9098 -1.812
C -6.3697 -0.8291 3.0199 -2.321
C -5.5391 1.4908 2.7329 -1.571
H 2.9995 1.6856 -2.9559 0.906
H 1.8987 0.6881 -2.0087 -0.227
H 3.3758 1.2968 -1.2738 0.291
H 3.2342 4.1063 -2.3304 0.353
H 3.6019 3.5202 -0.6926 0.235
H 2.2890 4.6881 -0.9354 0.323
H 1.1213 3.1655 -3.4179 0.578
H 0.4288 4.0810 -2.0711 0.521
H -0.2639 1.3606 -3.1498 0.292
H -1.2931 2.7336 -2.7518 0.439
H -1.8028 2.7970 0.1408 0.014
H -0.0983 3.1346 -0.1785 0.919
H -1.7795 3.0096 2.3626 0.191
H 1.1732 1.1995 4.8412 0.588
H 2.0796 -1.6084 1.5508 -0.101
H 1.7204 -1.9898 3.2436 0.240
H 3.3943 -2.0590 2.6526 0.540
H 3.4143 0.4772 0.9868 0.011
H 4.6677 0.0516 2.1660 0.483
H 3.8523 1.6295 2.2608 0.299
H 2.4874 -0.4510 5.0820 0.406
H 3.3507 1.0525 4.6827 0.425
H 4.1245 -0.5164 4.4189 0.469
H -2.6147 1.3685 5.2707 0.392
H -3.0749 2.6958 4.2005 0.257
H -2.9911 2.9656 5.9499 0.433
H -0.3863 1.4154 6.4838 0.404
H -0.8471 3.0002 7.1220 0.443
H 0.6971 2.8074 6.2821 0.412
H -1.5047 4.6742 3.8977 0.322
H 0.0934 4.6544 4.6478 0.350
H -1.3552 4.8917 5.6502 0.468
H -2.0651 0.1785 -2.2202 0.499
H -2.8563 1.6385 -1.5985 0.479
H -4.2671 1.4061 0.1265 0.239
H -4.4055 -2.1890 2.4074 0.645
H -1.4865 -3.8558 -0.5474 0.091
H -3.1168 -4.4508 -0.1888 0.282
H -1.6991 -5.2758 0.4901 0.449
H -0.1133 -2.7597 1.2835 -0.109
H -0.3360 -4.1811 2.3242 0.554
H -0.7818 -2.5580 2.9081 0.324
H -4.0244 -4.3099 2.1746 0.448
H -3.0603 -3.5313 3.4517 0.435
H -2.5370 -5.0710 2.7539 0.453
H -7.0348 -0.5493 0.3697 0.356
H -6.5193 1.1293 0.1898 0.314
H -7.7979 0.7236 1.3473 0.469
H -6.6085 -1.7831 2.5460 0.387
H -7.2886 -0.4215 3.4500 0.472
H -5.6630 -1.0063 3.8327 0.376
H -5.1329 2.2357 2.0480 0.306
H -4.8148 1.3385 3.5345 0.221
H -6.4650 1.8865 3.1648 0.503
N 4.1940 -1.8197 -5.6624 -0.219
C 4.4765 -0.3550 -5.4203 0.985
C 5.3924 0.2738 -6.4459 -1.702
P 2.7730 0.3964 -5.4628 0.120
O 2.4705 -0.2424 -6.9897 -0.656
O 2.7502 1.8706 -5.5541 -0.809
O 1.8909 -0.3634 -4.5245 -0.221
P 5.2171 -0.4347 -3.7095 0.500
O 6.5234 -1.3619 -4.2236 -0.600
O 5.7352 0.8207 -3.1395 -0.762
O 4.3091 -1.3758 -2.9769 -0.765
H 3.4743 -1.9562 -6.3784 0.364
H 3.8461 -2.1395 -4.7227 0.105
H 5.0447 -2.3471 -5.8474 0.373
H 4.9320 0.2773 -7.4351 0.379
H 6.3529 -0.2430 -6.4826 0.435
H 5.5632 1.3048 -6.1382 0.370
H 1.5817 0.0639 -7.2254 0.330
H 7.1586 -1.3195 -3.4935 0.341
O 1.7503 -2.1245 -1.5281 -0.398
H 2.5718 -1.9138 -2.0248 0.172
H 1.2813 -2.8262 -2.0303 0.239
O -0.4476 -1.0800 -3.2655 -0.314
H -0.4118 -2.0553 -3.1557 0.193
H 0.3660 -0.8600 -3.7683 0.588
Cl 2.8867 -4.8366 -4.7021 -0.238
C 1.4131 -3.8922 -5.0790 2.019
Cl 1.0914 -3.9683 -6.8201 -0.226
C 0.2417 -4.4809 -4.1701 -0.016
O -0.3244 -5.4820 -4.5791 -0.725
O 0.1280 -3.8218 -3.1060 -0.706
H 1.6121 -2.8545 -4.8241 -1.344
```

* relative energy (zero: lowest compared OMol25 entry of this formula, charge and spin): 0.854 eV
* frontier orbital gap: 0.2300 hartree
* lowest unoccupied orbital energy: 3.9 eV
* DFT total energy: -4836.54347 a.u.
* total charge: -2